Entry 1:
DFT (ωB97M-V with the def2-TZVPD basis set) results for a cluster of 5 separate species, C75H55NO12 in total at a distorted geometry.

Cartesian coordinates (Å):
C  -17.358  6.583  -4.751
C  -15.738  6.257  -4.812
O  -15.047  6.478  -3.661
O  -15.113  5.789  -6.068
C  -14.295  4.586  -5.848
C  -14.609  3.411  -6.990
C  -13.745  2.031  -6.643
C  -14.712  0.842  -5.972
C  -14.352  0.881  -4.345
C  -15.105  1.747  -3.355
C  -14.652  1.768  -1.745
O  -15.522  1.918  -0.731
C  -13.002  1.641  -1.504
C  -12.175  2.416  -0.317
C  -13.009  3.379  0.720
C  -10.527  2.190  -0.288
C  -9.706  1.246  -1.379
C  -8.067  1.046  -1.398
C  -7.513  1.123  -2.974
N  -8.013  2.350  -3.718
C  -10.551  0.442  -2.577
C  -12.174  0.680  -2.590
C  -13.079  -0.052  -3.791
O  -12.822  -1.297  -4.245
H  -17.773  6.087  -3.771
H  -17.594  7.749  -4.662
H  -17.937  6.173  -5.707
H  -14.589  4.150  -4.787
H  -13.127  4.804  -5.801
H  -14.259  3.881  -8.029
H  -15.759  3.115  -7.027
H  -12.947  2.363  -5.823
H  -13.127  1.653  -7.562
H  -14.383  -0.202  -6.444
H  -15.852  1.085  -6.166
H  -16.017  2.422  -3.672
H  -13.888  3.924  0.123
H  -12.319  4.262  1.111
H  -13.544  2.797  1.601
H  -9.954  2.771  0.570
H  -7.709  0.004  -0.997
H  -7.560  1.966  -0.854
H  -7.874  0.155  -3.541
H  -6.335  1.140  -2.931
H  -7.271  2.663  -4.413
H  -8.840  2.104  -4.320
H  -10.013  -0.238  -3.389
C  -4.953  -5.455  -1.716
C  -5.703  -4.370  -2.168
C  -5.423  -3.085  -1.702
C  -4.396  -2.885  -0.771
C  -3.662  -3.973  -0.300
C  -3.934  -5.260  -0.783
C  -2.610  -3.781  0.719
O  -1.963  -4.736  1.130
C  -2.356  -2.424  1.241
C  -1.402  -2.236  2.250
C  -1.146  -0.953  2.740
C  -1.834  0.143  2.220
C  -2.789  -0.042  1.220
C  -3.057  -1.330  0.736
C  -4.095  -1.520  -0.297
O  -4.703  -0.557  -0.751
H  -5.165  -6.456  -2.087
H  -6.506  -4.524  -2.886
H  -6.009  -2.241  -2.063
H  -3.356  -6.113  -0.431
H  -0.859  -3.086  2.659
H  -0.408  -0.810  3.527
H  -1.629  1.143  2.597
H  -3.325  0.818  0.822
C  -1.169  0.126  10.519
C  -1.809  0.072  9.281
C  -1.071  -0.180  8.123
C  0.314  -0.367  8.202
C  0.957  -0.289  9.437
C  0.212  -0.054  10.599
C  2.425  -0.435  9.526
O  2.990  -0.370  10.610
C  3.201  -0.652  8.288
C  4.598  -0.734  8.351
C  5.339  -0.953  7.188
C  4.688  -1.098  5.963
C  3.297  -1.011  5.896
C  2.553  -0.777  7.061
C  1.084  -0.651  6.975
O  0.512  -0.774  5.898
H  -1.746  0.313  11.422
H  -2.885  0.224  9.216
H  -1.578  -0.226  7.161
H  0.706  -0.005  11.569
H  5.114  -0.625  9.304
H  6.424  -1.011  7.238
H  5.264  -1.275  5.057
H  2.796  -1.120  4.936
C  10.690  -3.404  -0.490
C  9.515  -3.921  0.055
C  8.930  -3.307  1.164
C  9.529  -2.178  1.737
C  10.716  -1.675  1.206
C  11.292  -2.282  0.083
C  11.382  -0.515  1.832
O  12.423  -0.070  1.365
C  10.780  0.096  3.034
C  11.432  1.160  3.672
C  10.863  1.752  4.802
C  9.641  1.291  5.291
C  8.993  0.228  4.661
C  9.569  -0.377  3.536
C  8.893  -1.524  2.898
O  7.821  -1.933  3.330
H  11.141  -3.877  -1.360
H  9.053  -4.803  -0.384
H  8.011  -3.714  1.581
H  12.211  -1.887  -0.345
H  12.384  1.528  3.295
H  11.373  2.575  5.298
H  9.194  1.757  6.166
H  8.041  -0.130  5.051
C  18.430  -1.785  -7.058
C  17.160  -2.223  -7.433
C  16.078  -2.051  -6.567
C  16.269  -1.449  -5.317
C  17.543  -1.034  -4.933
C  18.624  -1.191  -5.810
C  17.765  -0.443  -3.597
O  18.884  -0.075  -3.259
C  16.623  -0.312  -2.671
C  16.830  0.193  -1.380
C  15.753  0.333  -0.503
C  14.467  -0.020  -0.914
C  14.259  -0.528  -2.197
C  15.341  -0.683  -3.074
C  15.116  -1.255  -4.416
O  13.988  -1.570  -4.776
H  19.271  -1.911  -7.736
H  17.011  -2.697  -8.400
H  15.089  -2.390  -6.869
H  19.620  -0.857  -5.522
H  17.830  0.474  -1.053
H  15.916  0.720  0.500
H  13.627  0.096  -0.233
H  13.254  -0.807  -2.509

For the max |F|, the calculation gives 8.97 eV/Å. The SMILES is CC(=O)OCCCCC1=CC(=O)c2c(C)cc(CCN)cc2C1=O.O=C1c2ccccc2C(=O)c2ccccc21.O=C1c2ccccc2C(=O)c2ccccc21.O=C1c2ccccc2C(=O)c2ccccc21.O=C1c2ccccc2C(=O)c2ccccc21. The value obtained for the LUMO energy is -1.41 eV. As for the charge: 0. For the HOMO-LUMO gap, the calculation gives 7.2 eV. Its total energy is -3848.1019 Ha.

Atom charges from the Mulliken analysis, given in e for atoms 1 to 6: -0.8167 0.6192 -0.5167 -0.3255 -0.1064 -0.4398

Entry 2:
DFT (ωB97M-V with the def2-TZVPD basis set) results for a structure of composition C75H70N17OPSY.

Cartesian coordinates (Å):
Y  0.033  -0.055  -0.366
C  -2.803  2.434  3.939
N  -1.821  2.339  2.853
C  -1.569  1.249  2.093
N  -0.565  1.500  1.256
C  -0.187  2.816  1.462
C  -0.963  3.345  2.466
C  -0.911  4.673  3.102
C  -2.056  5.455  3.245
C  -1.976  6.710  3.827
C  -0.752  7.195  4.266
C  0.395  6.426  4.117
C  0.317  5.170  3.537
C  0.767  3.539  0.599
C  2.006  3.002  0.264
C  2.850  3.678  -0.611
C  2.464  4.893  -1.156
C  1.232  5.439  -0.814
C  0.391  4.770  0.060
P  -2.695  -0.180  2.068
C  -3.175  -0.124  0.309
N  -2.398  -0.245  -0.763
C  -3.236  -0.216  -1.867
C  -4.529  -0.023  -1.429
N  -4.469  0.009  -0.059
C  -5.634  0.190  0.814
C  -5.795  0.217  -2.149
C  -5.963  1.417  -2.839
C  -7.143  1.657  -3.527
C  -8.155  0.705  -3.528
C  -7.992  -0.487  -2.835
C  -6.814  -0.732  -2.145
C  -2.802  -0.379  -3.275
C  -3.728  -0.710  -4.270
C  -3.347  -0.805  -5.601
C  -2.031  -0.582  -5.978
C  -1.088  -0.297  -4.999
C  -1.477  -0.210  -3.672
C  -1.524  -1.567  2.039
N  -0.408  -1.725  1.324
C  0.122  -2.959  1.679
C  -0.716  -3.541  2.606
N  -1.741  -2.651  2.815
C  -2.861  -2.865  3.738
C  -0.700  -4.880  3.229
C  -0.733  -6.010  2.413
C  -0.726  -7.276  2.976
C  -0.688  -7.423  4.357
C  -0.648  -6.302  5.174
C  -0.653  -5.033  4.612
C  1.411  -3.539  1.225
C  2.188  -4.254  2.139
C  3.385  -4.840  1.754
C  3.839  -4.719  0.448
C  3.094  -3.985  -0.462
C  1.899  -3.403  -0.071
H  -2.922  1.463  4.410
H  -3.765  2.775  3.564
H  -2.438  3.145  4.674
H  -3.011  5.096  2.877
H  -2.868  7.314  3.931
H  -0.691  8.175  4.723
H  1.350  6.805  4.455
H  1.212  4.570  3.415
H  2.323  2.070  0.720
H  3.827  3.274  -0.854
H  3.126  5.422  -1.830
H  0.925  6.390  -1.231
H  -0.575  5.194  0.307
H  -6.331  0.867  0.329
H  -5.321  0.614  1.762
H  -6.132  -0.761  0.990
H  -5.168  2.155  -2.825
H  -7.277  2.590  -4.059
H  -9.073  0.894  -4.068
H  -8.782  -1.227  -2.835
H  -6.680  -1.669  -1.614
H  -4.760  -0.902  -4.011
H  -4.088  -1.059  -6.348
H  -1.740  -0.641  -7.019
H  -0.049  -0.151  -5.273
H  -0.720  -0.025  -2.925
H  -3.043  -3.931  3.823
H  -3.754  -2.381  3.357
H  -2.629  -2.466  4.724
H  -0.752  -5.890  1.336
H  -0.752  -8.149  2.338
H  -0.687  -8.412  4.796
H  -0.606  -6.415  6.250
H  -0.595  -4.161  5.254
H  1.866  -4.349  3.167
H  3.960  -5.401  2.480
H  4.766  -5.189  0.145
H  3.440  -3.869  -1.483
H  1.343  -2.841  -0.803
C  5.278  -0.146  -3.035
N  3.837  -0.261  -2.813
C  3.105  0.285  -1.860
N  1.835  -0.104  -1.990
C  1.878  -0.910  -3.104
N  3.064  -1.017  -3.632
C  5.723  1.169  -3.635
C  7.091  1.418  -3.670
C  7.576  2.591  -4.225
C  6.699  3.536  -4.732
C  5.331  3.295  -4.687
C  4.841  2.106  -4.149
C  4.426  4.327  -5.189
N  4.740  5.446  -5.739
N  3.545  6.111  -5.987
C  2.608  5.340  -5.568
O  3.085  4.178  -5.045
C  1.169  5.593  -5.533
C  0.678  6.855  -5.860
C  -0.679  7.103  -5.755
C  -1.543  6.110  -5.307
C  -1.060  4.847  -4.995
C  -2.011  3.772  -4.530
N  -1.691  3.234  -3.196
C  -0.645  2.528  -2.796
N  -0.787  2.166  -1.528
C  -1.999  2.704  -1.200
N  -2.582  3.345  -2.179
C  0.298  4.590  -5.133
H  5.538  -0.980  -3.684
H  5.772  -0.298  -2.076
H  3.501  0.919  -1.086
H  1.020  -1.415  -3.514
H  7.785  0.688  -3.267
H  8.642  2.775  -4.253
H  7.057  4.462  -5.161
H  3.770  1.933  -4.137
H  1.366  7.624  -6.189
H  -1.069  8.080  -6.008
H  -2.600  6.326  -5.199
H  -2.041  2.933  -5.228
H  -3.014  4.176  -4.433
H  0.217  2.313  -3.404
H  -2.445  2.631  -0.221
H  0.704  3.604  -4.947
C  1.592  0.728  3.801
N  3.019  0.499  3.671
C  3.831  1.384  4.510
C  3.535  -0.229  2.658
S  2.692  -0.494  1.184
N  4.740  -0.781  2.822
C  5.265  -1.172  4.135
C  5.511  -1.330  1.708
H  1.343  0.746  4.863
H  1.036  -0.068  3.314
H  1.307  1.687  3.362
H  3.386  2.381  4.475
H  4.842  1.458  4.125
H  3.858  1.056  5.549
H  4.477  -1.164  4.882
H  6.084  -0.530  4.457
H  5.643  -2.190  4.050
H  5.247  -0.835  0.780
H  5.317  -2.399  1.601
H  6.569  -1.175  1.918
C  -1.703  -4.178  -2.841
C  -1.100  -3.060  -2.127
N  -0.618  -2.171  -1.590
H  -2.716  -4.348  -2.479
H  -1.108  -5.078  -2.690
H  -1.739  -3.943  -3.905

For the max |F|, the calculation gives 0.58 eV/Å. The value obtained for the LUMO energy is -6.46 eV. As for the charge: +3. For the relative energy (zero: lowest compared OMol25 entry of this formula, charge and spin), the calculation gives 46.54 kJ/mol. For the HOMO-LUMO gap, the calculation gives 7.3 eV. Its total energy is -4683.5003 Ha.

Atom charges from the Mulliken analysis, given in e for atoms 1 to 6: -0.9343 -1.1742 0.7128 -0.4384 1.5389 -1.0549